Entry 1:
Entry from the OMol25 dataset: an isolated molecule of C21H26N4O2 at a distorted geometry (ωB97M-V/def2-TZVPD).

Properties
SMILES: CC(C)COc1nc2ccccc2nc1[C@H](C#N)C(=O)NC1CCCCC1
Calculated total energy (eV): -32255.5313
HOMO-LUMO gap (eV): 8.54
HOMO level (eV): -8.964

Element x y z (Å)
C: -4.69 -2.90 0.51
H: -5.68 -3.11 0.13
H: -3.97 -3.05 -0.28
H: -4.48 -3.60 1.32
C: -4.62 -1.46 1.02
C: -5.03 -0.48 -0.08
H: -6.07 -0.64 -0.35
H: -4.42 -0.63 -0.96
H: -4.91 0.55 0.26
C: -3.22 -1.14 1.55
H: -3.21 -0.16 2.04
H: -2.89 -1.91 2.24
O: -2.25 -1.14 0.50
C: -1.82 0.02 0.03
N: -2.20 1.16 0.54
C: -1.67 2.30 0.05
C: -2.06 3.55 0.57
C: -1.50 4.69 0.07
C: -0.53 4.65 -0.95
C: -0.14 3.45 -1.47
C: -0.70 2.25 -0.99
N: -0.32 1.06 -1.51
C: -0.87 -0.02 -1.05
C: -0.39 -1.33 -1.63
C: -1.42 -2.33 -1.71
N: -2.24 -3.11 -1.85
H: -0.02 -1.14 -2.64
C: 0.82 -1.78 -0.76
O: 0.83 -2.78 -0.09
N: 1.83 -0.90 -0.88
H: 1.68 -0.05 -1.39
C: 3.05 -0.99 -0.10
C: 4.27 -0.89 -1.01
C: 5.56 -0.98 -0.18
C: 5.59 0.12 0.87
C: 4.37 0.03 1.78
C: 3.09 0.12 0.96
H: 2.21 0.03 1.61
H: 3.03 1.09 0.46
H: 4.39 0.83 2.52
H: 4.39 -0.92 2.32
H: 6.50 0.04 1.46
H: 5.61 1.10 0.38
H: 6.42 -0.90 -0.84
H: 5.60 -1.95 0.31
H: 4.24 -1.69 -1.75
H: 4.25 0.06 -1.54
H: 3.03 -1.97 0.40
H: 0.60 3.39 -2.26
H: -0.11 5.57 -1.31
H: -1.80 5.65 0.47
H: -2.80 3.57 1.35
H: -5.30 -1.34 1.87

Entry 2:
Entry from the OMol25 dataset: C21H26N5O3S5Y as an isolated structure at a distorted geometry (ωB97M-V/def2-TZVPD).

Properties
Calculated total energy (eV): -91011.2358
HOMO-LUMO gap (eV): 6.68
HOMO level (eV): -7.037

Element x y z (Å)
Y: -0.16 -1.29 0.79
C: 2.24 -2.36 0.09
C: 1.90 -3.21 1.20
C: 0.75 -3.96 0.85
C: 0.40 -3.65 -0.47
C: 1.29 -2.62 -0.95
H: 3.08 -1.72 0.03
H: 2.46 -3.31 2.14
H: 0.18 -4.67 1.50
H: -0.40 -4.15 -1.03
H: 1.38 -2.25 -1.97
N: -6.63 1.72 2.66
C: -5.86 0.69 2.10
C: -5.97 0.33 0.73
C: -5.22 -0.69 0.20
C: -4.27 -1.30 1.02
C: -4.25 -1.12 2.41
C: -4.92 -0.01 2.89
S: -2.97 -2.12 0.09
O: -3.53 -3.04 -0.90
O: -2.06 -2.61 1.15
N: -1.99 -1.01 -0.50
C: -2.20 -0.39 -1.73
N: -1.13 0.31 -2.18
C: -1.39 1.19 -3.18
C: -2.65 1.29 -3.77
C: -3.60 0.37 -3.41
N: -3.37 -0.42 -2.36
H: -7.41 2.01 2.11
H: -6.86 1.59 3.64
H: -6.74 0.85 0.11
H: -5.26 -0.91 -0.89
H: -3.65 -1.71 3.04
H: -4.99 0.17 3.95
H: -0.57 1.82 -3.43
H: -2.89 2.08 -4.48
H: -4.61 0.22 -3.83
C: 5.90 1.26 0.46
C: 5.29 1.25 1.80
S: 3.50 1.30 1.99
C: 2.86 2.81 1.12
C: 2.81 2.63 -0.39
S: 3.08 0.85 -0.86
C: 4.07 1.05 -2.37
C: 5.42 0.42 -2.16
S: 5.44 -0.25 -0.39
H: 7.01 1.29 0.53
H: 5.62 2.16 -0.08
H: 5.59 2.16 2.33
H: 5.62 0.36 2.40
H: 3.52 3.68 1.33
H: 1.86 2.97 1.57
H: 3.60 3.24 -0.86
H: 1.82 2.95 -0.77
H: 4.21 2.11 -2.71
H: 3.53 0.53 -3.18
H: 6.32 1.05 -2.31
H: 5.53 -0.49 -2.76
O: -0.30 0.99 1.51
S: -0.36 0.51 3.00
N: -0.08 -0.96 3.18

Entry 3:
Entry from the OMol25 dataset: an isolated molecule of C21H26N6OS2 at a distorted geometry (ωB97M-V/def2-TZVPD).

Properties
SMILES: Cc1ccccc1NC(=O)Cc1nc(CSc2nnc(C3CCCCC3)n2N)cs1
Calculated total energy (eV): -54858.0476
HOMO-LUMO gap (eV): 8.81
HOMO level (eV): -8.235

Element x y z (Å)
C: 3.43 -2.59 -0.57
C: 3.13 -1.70 0.59
C: 3.49 -2.08 1.88
C: 3.26 -1.26 2.97
C: 2.66 -0.02 2.78
C: 2.29 0.38 1.51
C: 2.51 -0.46 0.42
N: 2.16 0.03 -0.86
C: 1.36 -0.57 -1.77
O: 0.85 -1.66 -1.65
C: 1.19 0.28 -3.05
C: 0.47 1.53 -2.73
N: -0.80 1.66 -2.73
C: -1.21 2.87 -2.27
C: -0.21 3.71 -1.92
S: 1.32 2.97 -2.17
H: -0.27 4.71 -1.52
C: -2.66 3.14 -2.11
H: -2.84 3.94 -1.39
H: -3.14 3.38 -3.07
S: -3.54 1.64 -1.54
C: -2.43 1.05 -0.35
N: -1.39 1.63 0.18
N: -0.85 0.78 1.07
C: -1.57 -0.31 1.10
N: -2.59 -0.20 0.20
N: -3.57 -1.14 -0.07
H: -4.41 -0.67 -0.41
H: -3.25 -1.79 -0.79
C: -1.39 -1.53 1.93
C: -0.84 -1.17 3.31
C: -0.68 -2.42 4.16
C: 0.24 -3.42 3.47
C: -0.30 -3.78 2.09
C: -0.45 -2.52 1.24
H: -0.83 -2.78 0.25
H: 0.53 -2.05 1.11
H: 0.38 -4.47 1.59
H: -1.27 -4.27 2.19
H: 0.33 -4.33 4.08
H: 1.23 -2.99 3.36
H: -0.27 -2.16 5.14
H: -1.66 -2.88 4.32
H: 0.13 -0.68 3.18
H: -1.51 -0.46 3.80
H: -2.38 -1.99 2.04
H: 2.18 0.49 -3.46
H: 0.60 -0.31 -3.75
H: 2.32 1.02 -0.98
H: 1.80 1.33 1.36
H: 2.48 0.63 3.63
H: 3.55 -1.58 3.95
H: 3.97 -3.04 2.02
H: 4.09 -3.40 -0.27
H: 2.51 -3.01 -0.97
H: 3.91 -2.02 -1.38

Entry 4:
Entry from the OMol25 dataset: C21H27Br48ClIO5P as an isolated structure at a distorted geometry (ωB97M-V/def2-TZVPD).

Properties
Calculated total energy (eV): -3424395.6434
HOMO-LUMO gap (eV): 7.00
HOMO level (eV): -8.275

Element x y z (Å)
O: 1.15 1.91 -1.50
P: 0.03 0.97 -1.43
O: -1.30 1.82 -1.06
I: -0.81 3.78 -0.75
O: -0.14 0.15 -2.77
C: -0.90 0.74 -3.83
C: -0.21 1.91 -4.56
O: 1.20 1.81 -4.55
O: 0.30 -0.15 -0.35
C: 0.62 0.39 0.95
C: 2.12 0.63 1.16
C: 2.40 1.98 1.84
Cl: 3.39 3.09 0.85
H: -1.04 -0.06 -4.55
H: -1.89 1.07 -3.53
H: -0.57 2.86 -4.17
H: -0.55 1.86 -5.60
H: 1.51 1.59 -5.44
H: 0.28 -0.31 1.71
H: 0.05 1.31 1.13
H: 2.56 -0.19 1.71
H: 2.61 0.66 0.19
H: 2.93 1.81 2.77
H: 1.49 2.51 2.10
C: 4.39 3.40 -6.51
Br: 3.29 2.17 -7.51
Br: 4.14 3.20 -4.62
Br: 6.25 3.25 -7.01
H: 4.07 4.40 -6.77
C: -1.87 -3.01 -2.73
Br: -2.98 -2.16 -4.05
Br: -2.33 -2.43 -0.95
Br: -1.89 -4.93 -2.86
H: -0.86 -2.69 -2.92
C: -3.41 5.42 2.61
Br: -3.72 4.02 1.33
Br: -1.54 5.55 3.04
Br: -4.16 7.09 2.03
H: -3.91 5.14 3.53
C: -1.58 1.82 5.42
Br: -2.95 2.98 6.12
Br: -1.92 -0.02 5.83
Br: -1.32 2.06 3.53
H: -0.65 2.09 5.91
C: -1.34 0.69 9.98
Br: -0.70 -1.00 9.32
Br: -0.20 2.14 9.41
Br: -3.17 1.00 9.50
H: -1.29 0.66 11.06
C: 0.49 -7.25 -0.55
Br: -0.31 -8.69 -1.55
Br: -0.14 -7.18 1.26
Br: 2.41 -7.32 -0.64
H: 0.19 -6.33 -1.03
C: 1.85 0.50 -11.19
Br: 0.95 -0.61 -12.48
Br: 1.05 0.35 -9.45
Br: 3.74 0.15 -11.14
H: 1.72 1.53 -11.51
C: 1.64 -3.71 3.87
Br: 0.32 -2.50 4.58
Br: 1.22 -5.54 4.30
Br: 1.88 -3.46 1.97
H: 2.58 -3.47 4.34
C: -0.21 -8.07 5.57
Br: 1.53 -7.25 5.64
Br: -1.55 -6.82 4.97
Br: -0.20 -9.67 4.51
H: -0.47 -8.35 6.58
C: 5.05 4.99 4.12
Br: 5.82 3.36 3.43
Br: 6.09 6.53 3.62
Br: 3.20 5.19 3.63
H: 5.08 4.92 5.20
C: -0.79 -4.82 9.64
Br: -1.10 -4.40 7.78
Br: -2.41 -5.43 10.49
Br: 0.65 -6.07 9.86
H: -0.50 -3.90 10.13
C: -8.03 8.85 1.07
Br: -9.31 9.88 0.07
Br: -8.06 6.99 0.56
Br: -6.26 9.59 0.93
H: -8.31 8.90 2.11
C: -0.55 -1.86 -15.78
Br: -1.88 -2.90 -14.86
Br: 0.53 -2.96 -16.93
Br: -1.32 -0.38 -16.73
H: 0.11 -1.45 -15.03
C: -6.01 -6.81 9.21
Br: -7.40 -5.67 9.91
Br: -6.36 -8.66 9.58
Br: -5.72 -6.50 7.34
H: -5.10 -6.55 9.73
C: 2.44 -5.87 -14.41
Br: 3.84 -5.07 -15.46
Br: 2.05 -4.84 -12.83
Br: 0.86 -6.19 -15.46
H: 2.81 -6.83 -14.07
C: 5.11 9.37 6.17
Br: 6.90 9.80 6.73
Br: 4.10 8.56 7.59
Br: 4.21 10.90 5.43
H: 5.19 8.63 5.38

Entry 5:
Entry from the OMol25 dataset: C21H27Br48IO4S as an isolated structure at a distorted geometry (ωB97M-V/def2-TZVPD).

Properties
Calculated total energy (eV): -3411372.0195
HOMO-LUMO gap (eV): 7.93
HOMO level (eV): -9.468

Element x y z (Å)
C: -5.84 5.12 0.17
O: -4.79 5.01 -0.78
C: -4.06 3.81 -0.61
C: -3.33 3.73 0.75
C: -1.95 3.07 0.65
C: -0.79 4.08 0.51
O: -1.07 5.32 1.18
S: -0.84 6.67 0.29
O: -1.73 7.62 0.90
O: -1.47 6.44 -1.25
I: 0.02 7.01 -2.51
H: -5.44 5.45 1.13
H: -6.39 4.18 0.28
H: -6.50 5.91 -0.18
H: -4.74 2.95 -0.67
H: -3.34 3.79 -1.43
H: -3.93 3.11 1.41
H: -3.32 4.72 1.20
H: -1.94 2.37 -0.19
H: -1.77 2.47 1.54
H: -0.55 4.15 -0.56
H: 0.09 3.66 0.99
C: -4.96 -2.87 -1.49
Br: -6.70 -2.50 -2.24
Br: -3.54 -2.36 -2.69
Br: -4.76 -2.10 0.26
H: -4.89 -3.95 -1.36
C: 2.46 3.71 -2.16
Br: 3.64 2.53 -3.12
Br: 0.62 3.15 -2.22
Br: 3.09 3.98 -0.36
H: 2.49 4.68 -2.65
C: 3.90 0.35 2.14
Br: 2.04 0.88 2.04
Br: 4.85 0.73 0.52
Br: 4.78 1.14 3.67
H: 3.91 -0.73 2.27
C: 4.75 -0.20 7.98
Br: 5.30 -1.93 7.32
Br: 6.07 1.14 7.55
Br: 2.99 0.28 7.36
H: 4.71 -0.28 9.06
C: -0.73 3.84 5.03
Br: 0.47 2.75 3.98
Br: -2.51 3.10 5.08
Br: -0.04 4.15 6.81
H: -0.80 4.81 4.55
C: 5.81 -0.21 -5.84
Br: 7.14 -1.40 -6.59
Br: 4.04 -0.91 -6.15
Br: 6.23 0.18 -4.00
H: 5.88 0.72 -6.38
C: -2.97 -5.09 2.88
Br: -2.75 -3.55 4.02
Br: -4.82 -5.61 2.74
Br: -2.19 -4.80 1.14
H: -2.44 -5.91 3.34
C: -6.26 -9.26 3.26
Br: -5.45 -10.01 1.68
Br: -8.16 -9.02 3.04
Br: -5.86 -10.29 4.83
H: -5.83 -8.27 3.40
C: 7.33 -4.77 -8.75
Br: 7.72 -5.55 -10.47
Br: 5.44 -4.57 -8.46
Br: 8.15 -5.77 -7.31
H: 7.77 -3.78 -8.74
C: 0.93 -3.64 -4.73
Br: 0.56 -3.37 -6.60
Br: 2.74 -4.28 -4.50
Br: 0.53 -2.07 -3.69
H: 0.27 -4.41 -4.37
C: -8.49 -7.12 6.71
Br: -10.16 -6.70 5.85
Br: -6.98 -6.66 5.60
Br: -8.36 -6.31 8.45
H: -8.46 -8.19 6.85
C: -10.23 -2.93 4.02
Br: -8.66 -3.93 3.52
Br: -11.84 -3.77 3.39
Br: -10.28 -2.62 5.93
H: -10.16 -1.96 3.55
C: 5.84 -6.42 -2.56
Br: 5.65 -8.24 -3.17
Br: 6.09 -5.20 -4.04
Br: 4.39 -5.89 -1.41
H: 6.75 -6.38 -1.97
C: 5.33 7.44 0.43
Br: 6.87 6.50 -0.25
Br: 3.93 7.55 -0.88
Br: 4.70 6.66 2.08
H: 5.65 8.45 0.65
C: 7.93 9.27 3.06
Br: 6.15 9.98 2.89
Br: 9.00 9.64 1.50
Br: 8.78 9.89 4.68
H: 7.84 8.19 3.14
C: 2.37 -2.16 -10.30
Br: 3.24 -2.46 -11.99
Br: 2.27 -0.28 -9.86
Br: 0.63 -2.99 -10.24
H: 2.97 -2.63 -9.54

Entry 6:
Entry from the OMol25 dataset: C21H27BrN4NaO5 as an isolated structure at a distorted geometry (ωB97M-V/def2-TZVPD).

Properties
Calculated total energy (eV): -112873.3877
HOMO-LUMO gap (eV): 4.87
Net charge: -1
HOMO level (eV): -2.743

Element x y z (Å)
Na: 5.82 -11.79 9.40
O: 8.32 -11.23 12.75
C: 7.23 -11.71 12.13
O: 7.32 -12.30 11.10
C: 5.96 -11.43 12.92
O: 4.85 -12.03 12.29
C: 3.78 -11.14 12.03
C: 4.09 -9.93 11.08
O: 3.15 -9.13 10.96
O: 5.25 -9.91 10.57
H: 9.05 -11.49 12.16
H: 6.09 -11.85 13.91
H: 5.85 -10.36 13.01
H: 3.01 -11.73 11.53
H: 3.34 -10.74 12.94
Br: 11.93 -15.34 11.28
C: 10.53 -14.61 10.21
C: 10.72 -13.41 9.56
C: 9.71 -12.90 8.77
C: 8.46 -13.54 8.66
C: 8.33 -14.78 9.30
C: 9.36 -15.32 10.07
H: 11.66 -12.87 9.67
H: 9.91 -11.97 8.24
H: 7.41 -15.31 9.22
H: 9.20 -16.26 10.58
N: 7.95 -10.51 7.86
C: 7.51 -11.76 7.26
C: 7.04 -11.85 6.00
C: 6.25 -12.97 5.56
C: 5.67 -13.75 6.57
C: 6.10 -13.63 7.86
N: 7.36 -12.95 8.08
H: 7.20 -9.86 8.07
H: 8.50 -10.68 8.69
H: 7.13 -10.99 5.34
H: 5.81 -12.97 4.57
H: 4.79 -14.36 6.36
H: 5.65 -14.10 8.73
C: 3.66 -9.19 7.61
C: 2.38 -8.54 7.04
N: 1.53 -9.53 6.36
C: 2.34 -10.24 5.35
C: 3.55 -10.94 6.01
N: 3.61 -10.65 7.44
C: 2.36 -11.15 8.06
C: 1.12 -10.51 7.37
H: 3.79 -8.98 8.66
H: 4.55 -8.85 7.06
H: 2.63 -7.74 6.32
H: 1.78 -8.11 7.84
H: 2.68 -9.50 4.62
H: 1.68 -10.95 4.85
H: 4.49 -10.64 5.57
H: 3.48 -12.02 5.90
H: 2.37 -10.89 9.12
H: 2.34 -12.23 7.97
H: 0.48 -10.00 8.10
H: 0.50 -11.25 6.86

Entry 7:
Entry from the OMol25 dataset: an isolated molecule of C21H27ClN2O5 at a distorted geometry (ωB97M-V/def2-TZVPD).

Properties
SMILES: COc1c(C)cc(C(=O)NCCCOCCNC(=O)C#C[C@H]2CCOC2)cc1Cl
Calculated total energy (eV): -47953.7334
HOMO-LUMO gap (eV): 9.80
HOMO level (eV): -9.232

Element x y z (Å)
C: -6.30 3.18 0.26
O: -6.00 1.78 0.28
C: -4.70 1.50 0.58
C: -3.79 1.27 -0.45
C: -4.24 1.34 -1.89
C: -2.48 0.95 -0.13
C: -2.07 0.84 1.19
C: -0.64 0.46 1.45
O: 0.26 0.82 0.71
N: -0.42 -0.31 2.54
C: 0.89 -0.89 2.77
C: 1.16 -2.07 1.84
C: 2.52 -2.70 2.05
O: 3.52 -1.72 1.85
C: 4.79 -2.28 1.56
C: 5.76 -1.14 1.29
N: 5.28 -0.22 0.26
C: 4.97 -0.75 -0.99
O: 5.78 -1.33 -1.68
C: 3.65 -0.39 -1.47
C: 2.54 -0.08 -1.82
C: 1.19 0.30 -2.23
C: 1.06 0.74 -3.69
C: -0.44 0.55 -3.95
O: -0.91 -0.37 -2.96
C: 0.18 -0.85 -2.19
C: -2.98 1.06 2.22
C: -4.29 1.39 1.91
Cl: -5.42 1.66 3.18
H: -7.35 3.26 -0.01
H: -6.13 3.63 1.23
H: -5.69 3.69 -0.49
H: -3.47 0.94 -2.54
H: -5.16 0.77 -2.03
H: -4.45 2.37 -2.18
H: -1.77 0.77 -0.92
H: -1.22 -0.74 2.98
H: 1.64 -0.12 2.61
H: 0.95 -1.20 3.82
H: 0.40 -2.83 1.98
H: 1.10 -1.71 0.81
H: 2.61 -3.12 3.07
H: 2.66 -3.53 1.34
H: 5.15 -2.88 2.41
H: 4.72 -2.93 0.69
H: 5.92 -0.56 2.20
H: 6.72 -1.56 0.98
H: 4.47 0.27 0.61
H: 0.83 1.08 -1.56
H: 1.39 1.76 -3.86
H: 1.65 0.08 -4.33
H: -0.99 1.49 -3.82
H: -0.65 0.16 -4.94
H: 0.61 -1.76 -2.63
H: -0.17 -1.07 -1.18
H: -2.68 1.00 3.26

> The highest HOMO-LUMO gap belongs to which entry?

C21H27ClN2O5

> The highest HOMO-LUMO gap belongs to which entry?

C21H27ClN2O5